*1*
H4O2 | wB97M-V/def2-TZVPD

Calculated values
E_LUMO in Eh: 0.0398
SMILES string: O.O

Bonds (Å) are listed after each position.
Positions of all 6 atoms, in Å:
1 H 5.857 -0.106 -4.475  O3 0.956
2 H 4.349 0.254 -3.890  O3 1.026
3 O 5.197 0.576 -4.369  H1 0.956, H2 1.026
4 H -5.870 -0.437 4.463  O6 0.936
5 H -4.362 -0.081 4.385  O6 0.959
6 O -5.170 -0.207 3.886  H4 0.936, H5 0.959



*2*
H4O2 | wB97M-V/def2-TZVPD

Calculated values
E_LUMO in Eh: 0.0289
SMILES string: O.O

Bonds (Å) are listed after each position.
Positions of all 6 atoms, in Å:
1 H -2.072 0.636 -0.395  O5 0.996
2 H -0.733 -0.074 -0.028  O5 0.938
3 H 1.614 -0.926 0.038  O6 0.948
4 H 1.516 0.586 0.542  O6 0.951
5 O -1.664 -0.184 -0.004  H1 0.996, H2 0.938
6 O 1.339 -0.038 -0.154  H3 0.948, H4 0.951



*3*
H4O2 | wB97M-V/def2-TZVPD

Calculated values
E_LUMO in Eh: 0.0223
SMILES string: O.O

Bonds (Å) are listed after each position.
Positions of all 6 atoms, in Å:
1 O -8.471 12.788 8.337  H2 0.962, H3 0.972
2 H -8.525 11.896 7.981  O1 0.962
3 H -7.651 12.801 8.858  O1 0.972
4 O -6.255 11.964 10.220  H5 0.965, H6 0.964
5 H -6.347 11.004 10.213  O4 0.965
6 H -5.819 12.166 11.056  O4 0.964



Stability order, top to bottom: *3*, *2*, *1*